A single C7H13IN2 molecule in a non-equilibrium geometry. Source: the OMol25 dataset; level of theory: ωB97M-V/def2-TZVPD.

Geometry as ORCA input:
```
! wB97M-V def2-TZVPD RIJCOSX def2/J DEFGRID3
* xyz 0 1
I -4.57 -0.33 0.21
N -3.03 0.44 -0.76
N -1.28 -0.96 -0.29
C -0.33 -0.02 0.12
C 0.99 -0.20 -0.65
C -2.24 1.50 -0.35
C 1.49 -1.70 -0.65
C -0.94 1.38 -0.07
C -0.12 -0.22 1.57
C 2.08 0.67 -0.05
H 0.16 -1.22 1.99
H 2.85 0.81 -0.75
H -1.14 0.03 2.08
H 2.63 -1.65 -0.74
H -1.25 -1.14 -1.31
H 1.56 1.65 0.27
H 2.62 0.32 0.87
H 1.00 -2.13 0.26
H 0.74 0.38 1.79
H 0.66 0.06 -1.68
H 1.19 -2.33 -1.68
H -0.27 2.22 -0.01
H -2.78 2.42 -0.16
*
```

The highest occupied orbital energy (alpha / beta) comes out at -0.3070 / -0.3070 hartree. The maximum force is 3.81 eV/A. The energy relative to the best compared isomer or geometry (same formula, charge and spin) is 225.4 kJ/mol. The calculation puts the LUMO energy (alpha / beta) at -1.190 / -1.192 eV.